Entry 1:
Formula: C23H30F4N4O5S
Source: OMol25
Level of theory: ωB97M-V/def2-TZVPD

```
67
Properties=species:S:1:pos:R:3:forces:R:3
C 4.81245 1.87704 0.55362 -0.61 -0.23 0.87
C 3.67306 2.97296 0.72463 -0.21 -0.77 0.65
O 3.76599 4.08325 -0.18748 -0.96 -0.59 -0.02
C 2.58180 4.22645 -0.99253 0.47 0.41 -0.72
C 1.43917 5.12048 -0.33763 -0.71 -0.65 -1.90
O 1.24544 4.92283 1.08562 1.13 1.15 -0.61
N 0.29182 3.98003 1.34046 -0.76 -0.22 0.53
C 0.60504 3.18678 2.56672 0.22 -1.40 1.03
C -0.03267 1.71539 2.43647 0.70 0.52 1.89
O 0.36981 1.06253 1.21767 -1.75 0.56 0.38
C -0.74449 0.64455 0.42838 0.24 -0.28 -1.49
C -0.35879 0.90975 -1.11731 0.07 -0.28 1.37
F 1.02826 0.99657 -1.17992 -2.40 0.25 -0.85
F -0.99409 2.05482 -1.58707 1.67 -2.01 0.34
F -0.75099 -0.16822 -1.91009 0.67 2.12 0.83
S -1.29537 4.69159 1.43877 -5.97 -0.78 0.75
O -2.14397 4.32862 0.26570 3.38 1.53 2.07
O -2.02760 4.33756 2.69252 2.90 1.11 -2.38
F -1.10763 6.36217 1.46649 0.32 -2.83 -0.29
H 5.65841 2.11397 1.27022 -0.70 -0.25 -1.26
H 4.36768 0.88985 0.92636 0.60 1.27 -0.51
H 5.14582 1.70348 -0.50939 -0.29 0.48 1.18
H 3.71590 3.37886 1.79480 -0.01 -0.49 -1.41
H 2.66666 2.45175 0.60664 1.17 0.69 0.06
H 2.23673 3.20612 -1.34593 0.07 1.15 0.67
H 2.91688 4.78055 -1.93636 -0.51 -0.65 1.24
H 1.59857 6.21629 -0.60638 -0.01 -1.37 1.10
H 0.46026 4.82111 -0.84999 1.25 0.45 0.55
H 1.72288 3.00530 2.69827 -1.42 0.74 -0.90
H 0.28123 3.70251 3.53196 0.13 -0.75 -1.33
H -1.14922 1.76712 2.60572 1.13 -0.14 -0.55
H 0.41239 1.09966 3.30772 -0.82 1.00 -1.30
H -0.90072 -0.48126 0.52660 0.04 1.42 -0.04
H -1.69492 1.23320 0.60764 1.08 -0.72 0.01
N 0.24169 -0.94092 4.33319 -0.22 -0.68 0.14
C -0.96205 -1.15830 4.88367 0.39 0.25 -0.18
C -1.49169 -2.41823 5.10883 0.06 -0.07 -0.04
C -0.73754 -3.52211 4.74096 -0.03 -0.10 0.01
C 0.50967 -3.32623 4.16765 -0.11 0.00 0.05
C 0.95104 -2.02558 3.98800 -0.07 0.48 0.05
H -1.51583 -0.26420 5.15147 -0.04 -0.05 0.03
H -2.46898 -2.53314 5.55975 0.04 0.04 -0.02
H -1.11777 -4.52481 4.89950 0.02 0.05 -0.01
H 1.12545 -4.16421 3.86755 0.00 0.06 0.00
H 1.92112 -1.82168 3.54678 -0.02 -0.07 -0.01
N 1.27505 -3.27461 -4.00052 -0.31 0.09 -0.48
C 0.39092 -2.26630 -4.01446 0.39 -0.34 0.15
C -0.39043 -1.94083 -5.11165 0.02 -0.05 -0.09
C -0.24932 -2.69749 -6.26516 -0.06 0.01 -0.09
C 0.65959 -3.74487 -6.27784 -0.08 0.10 0.01
C 1.39106 -3.99145 -5.12712 0.07 0.15 0.47
H 0.31927 -1.70332 -3.09226 0.00 -0.01 -0.10
H -1.09090 -1.11649 -5.06495 0.03 -0.02 0.03
H -0.84172 -2.47356 -7.14511 0.03 -0.01 0.05
H 0.79656 -4.35631 -7.16055 0.01 0.01 0.05
H 2.11158 -4.80175 -5.08688 -0.03 0.00 -0.06
N -3.45406 -4.73067 -2.20972 -0.03 0.45 0.36
C -2.60290 -3.70214 -2.33516 -0.26 -0.49 -0.08
C -2.60974 -2.59004 -1.50764 -0.08 -0.02 0.09
C -3.55326 -2.53383 -0.49271 0.01 0.04 0.03
C -4.44658 -3.58405 -0.34256 0.07 0.09 0.01
C -4.35457 -4.65235 -1.21998 0.27 -0.17 -0.39
H -1.88665 -3.79126 -3.14515 0.02 0.06 0.04
H -1.89734 -1.79012 -1.65325 -0.17 -0.24 0.00
H -3.59218 -1.67996 0.17511 -0.01 -0.03 -0.02
H -5.19667 -3.57380 0.43804 0.02 -0.03 -0.04
H -5.02860 -5.49902 -1.14075 -0.02 0.05 0.05
```
Positions in Å, forces in eV/Å.

The SMILES is CCOCCON(CCOCC(F)(F)F)S(=O)(=O)F.c1ccncc1.c1ccncc1.c1ccncc1. The value obtained for the largest force on an atom is 6.07 eV/Å. The spin multiplicity is 1. Its HOMO-LUMO gap is 9.770 eV. The molar mass comes out at 550.575 g/mol.

***

Entry 2:
Formula: C39H34CsN9S4
Source: OMol25
Level of theory: ωB97M-V/def2-TZVPD

```
87
Properties=species:S:1:pos:R:3:forces:R:3
Cs -0.04211 0.85367 3.69779 -0.12 -0.18 0.43
N -2.18597 -0.14838 2.13948 -0.06 -0.10 -0.18
S -2.25345 -0.24393 0.70062 -0.02 0.06 -0.02
N -1.05496 0.45362 -0.25407 -0.06 0.05 0.04
S -0.04491 -0.13626 -1.22977 -0.03 0.02 -0.10
N 1.10883 -1.06716 -0.80630 0.06 0.02 0.07
S 1.97953 -0.81551 0.59583 -0.05 -0.05 -0.09
N 1.35984 -0.94579 1.89731 0.11 0.01 -0.12
C 3.27250 -2.00135 0.21395 0.03 0.03 0.00
C 3.60224 -2.42595 -1.06712 -0.01 -0.03 0.07
C 4.64155 -3.32791 -1.23134 0.02 -0.04 0.01
C 5.33587 -3.80264 -0.12503 -0.02 0.01 -0.02
C 4.98420 -3.38790 1.15066 -0.05 0.04 0.02
C 3.94390 -2.48441 1.32563 0.07 -0.04 -0.02
C 2.79219 0.76480 0.25806 0.01 -0.03 0.03
C 3.65979 0.95860 -0.81047 -0.04 -0.03 0.03
C 4.22594 2.20651 -1.00544 0.01 0.00 0.01
C 3.92888 3.25318 -0.14077 -0.01 0.01 0.03
C 3.05614 3.05683 0.91685 0.00 0.02 0.01
C 2.48767 1.80660 1.11682 -0.04 0.04 -0.02
C -0.78223 -1.06443 -2.56169 0.01 -0.01 0.03
C -1.78664 -0.43646 -3.28558 -0.01 0.01 -0.01
C -2.40086 -1.12686 -4.31562 0.02 0.00 0.01
C -2.00804 -2.42799 -4.60899 0.03 0.00 0.03
C -1.00374 -3.04013 -3.87394 -0.02 0.02 -0.01
C -0.37913 -2.35839 -2.83839 -0.03 0.01 -0.01
C 0.58286 1.29919 -2.07533 0.00 -0.01 0.02
C 1.28584 1.09466 -3.25650 0.00 0.00 -0.02
C 1.83071 2.18858 -3.90343 -0.01 0.00 0.02
C 1.68646 3.45979 -3.35622 -0.02 -0.01 0.02
C 0.99776 3.63872 -2.16705 0.00 -0.01 -0.02
C 0.42773 2.55298 -1.51241 0.00 -0.02 0.05
C -2.33364 -1.91326 0.04674 -0.01 -0.01 0.00
C -3.25012 -2.33896 -0.90416 0.01 -0.02 0.01
C -3.24049 -3.67025 -1.29680 0.01 0.02 0.01
C -2.31538 -4.55051 -0.75348 0.00 0.00 0.01
C -1.39755 -4.10830 0.19116 -0.01 -0.01 -0.01
C -1.40870 -2.78641 0.60729 -0.03 0.00 -0.03
C -3.66625 0.57897 -0.03681 0.00 -0.02 -0.04
C -4.90682 0.15135 0.42245 0.01 0.02 -0.01
C -6.05320 0.79421 -0.01331 0.01 0.00 0.01
C -5.95557 1.87797 -0.87801 0.00 -0.01 0.00
C -4.71215 2.32002 -1.30304 0.00 -0.02 0.02
C -3.55797 1.66921 -0.88531 -0.03 -0.02 0.02
H 3.03731 -2.07140 -1.91656 -0.01 0.04 -0.04
H 4.90523 -3.66763 -2.22458 0.00 0.00 0.00
H 6.14536 -4.50787 -0.25870 0.01 -0.01 -0.01
H 5.51335 -3.77040 2.01300 0.00 -0.01 0.01
H 3.62984 -2.16490 2.31134 0.00 0.03 -0.01
H 3.89233 0.14605 -1.48417 0.01 -0.02 -0.02
H 4.90130 2.36355 -1.83575 0.02 0.00 -0.02
H 4.37624 4.22557 -0.29871 0.00 0.02 0.00
H 2.80016 3.87071 1.58326 0.00 0.00 0.00
H 1.78504 1.65815 1.92324 0.18 -0.05 -0.14
H -2.08482 0.57645 -3.04604 0.00 0.01 0.01
H -3.18395 -0.64946 -4.88906 -0.01 0.00 0.00
H -2.48962 -2.96550 -5.41476 -0.01 -0.01 -0.01
H -0.70654 -4.05570 -4.09787 0.00 -0.01 -0.01
H 0.39518 -2.81777 -2.24171 0.02 -0.01 0.02
H 1.39848 0.09797 -3.66510 0.00 -0.01 -0.01
H 2.37090 2.05096 -4.82998 0.01 0.00 -0.02
H 2.12029 4.31259 -3.86094 0.01 0.02 -0.02
H 0.89813 4.62260 -1.72904 -0.01 0.02 0.01
H -0.09568 2.68948 -0.57148 0.00 0.01 -0.05
H -3.96264 -1.64867 -1.33376 0.00 0.00 -0.01
H -3.95647 -4.01631 -2.03033 -0.01 -0.01 -0.01
H -2.31292 -5.58768 -1.06367 0.00 -0.01 0.00
H -0.67789 -4.79545 0.61629 0.01 -0.01 0.00
H -0.71014 -2.42280 1.35211 0.03 0.01 0.03
H -4.96292 -0.67167 1.12356 -0.02 -0.01 0.01
H -7.02153 0.45996 0.33430 -0.01 0.00 0.00
H -6.85096 2.38894 -1.20700 -0.01 0.00 0.00
H -4.63452 3.18291 -1.95082 0.00 0.01 -0.01
H -2.58349 2.02726 -1.18291 0.04 0.01 -0.02
N -0.09659 3.46076 5.56917 -0.06 0.05 0.32
C 0.18068 3.98428 4.56761 0.05 0.09 -0.24
N 0.55356 4.54477 3.45280 0.01 0.03 -0.02
C -0.01017 4.11601 2.34346 0.03 0.02 0.11
N -0.44480 3.75373 1.32854 -0.01 0.00 -0.05
N 0.81057 1.14251 7.28970 -0.01 0.01 -0.03
C -0.33103 0.43322 7.40875 -0.02 0.02 -0.01
N -1.42765 1.04543 6.91564 0.13 0.10 -0.17
S -0.37566 -1.10042 8.07153 0.00 0.00 -0.01
H 0.78862 2.09269 6.94117 0.01 0.03 0.01
H 1.62594 0.77727 7.74427 0.02 -0.02 0.00
H -1.36362 1.97246 6.50921 -0.04 -0.03 0.13
H -2.29542 0.54704 6.94977 -0.08 -0.02 0.04
```
Positions in Å, forces in eV/Å.

The value obtained for the largest force on an atom is 0.48 eV/Å. The spin multiplicity is 1. Its HOMO-LUMO gap is 7.515 eV. The molar mass comes out at 889.937 g/mol.

***

Entry 3:
Formula: C44H33GeN4O3S2Ta
Source: OMol25
Level of theory: ωB97M-V/def2-TZVPD

```
88
Properties=species:S:1:pos:R:3:forces:R:3
Ta -1.44133 -0.76540 -0.45342 -0.46 -0.39 -0.24
C -1.38988 -0.90399 5.08446 0.01 0.11 0.07
S -0.39711 -2.08093 4.15045 0.02 -0.04 -0.06
C -1.06119 -1.85326 2.53889 0.03 -0.02 0.14
S -1.39428 -0.24001 1.93049 0.15 0.03 -0.09
N -1.22620 -2.89456 1.81711 0.07 0.12 -0.12
N -1.62670 -2.59273 0.53143 -0.11 0.05 -0.08
C -2.21511 -3.64543 -0.09419 -0.11 -0.05 -0.04
C -2.77608 -3.33244 -1.29300 -0.07 -0.03 -0.01
C -3.53153 -4.21992 -2.12203 0.04 0.02 -0.04
C -4.07249 -3.78064 -3.27516 0.01 -0.03 0.02
C -3.86951 -2.41436 -3.65334 -0.03 0.05 -0.05
C -3.16274 -1.58720 -2.85916 0.06 -0.08 0.03
N -2.60490 -1.99390 -1.65367 0.18 0.31 0.23
H -0.98972 -0.91254 6.09721 -0.01 -0.01 -0.01
H -2.43505 -1.20411 5.10853 0.00 0.00 -0.01
H -1.29899 0.10282 4.68037 0.02 -0.02 0.00
H -2.29493 -4.59541 0.41020 0.06 0.00 0.00
H -3.65514 -5.24125 -1.78722 0.01 0.00 0.01
H -4.64877 -4.44414 -3.90491 -0.01 0.02 -0.02
H -4.27835 -2.02641 -4.57544 0.00 -0.01 0.00
H -2.98732 -0.56275 -3.14751 0.00 0.00 -0.01
N 7.24711 -3.43126 -4.90272 0.00 0.00 0.00
C 6.24471 -3.16191 -4.40948 -0.02 0.00 0.01
C 4.99021 -2.82490 -3.78981 0.09 -0.02 -0.04
C 3.93815 -3.73740 -3.81433 -0.03 0.01 0.02
C 2.73511 -3.41304 -3.21574 -0.01 -0.02 0.00
C 2.56912 -2.17519 -2.59230 -0.02 0.06 -0.01
C 3.63096 -1.26496 -2.57743 -0.01 -0.04 -0.06
C 4.83721 -1.58651 -3.16910 -0.06 0.01 0.03
C 1.34011 -1.82503 -1.94903 0.13 -0.07 0.25
C 0.36223 -1.49502 -1.30586 -0.02 0.11 -0.08
H 4.07081 -4.69559 -4.29734 0.00 0.00 0.00
H 1.91372 -4.11624 -3.21995 0.00 0.00 0.00
H 3.49296 -0.30637 -2.09440 -0.13 -0.16 -0.14
H 5.66089 -0.88569 -3.15688 0.03 0.01 0.00
O -1.33453 0.79817 -2.02843 0.02 -0.10 -0.02
C -2.41783 1.32934 -1.62594 0.11 -0.15 0.14
O -2.98655 0.75513 -0.63689 -0.04 0.08 0.08
C -2.99742 2.51304 -2.26992 0.00 0.00 -0.01
C -4.10519 3.13483 -1.70047 -0.01 -0.01 -0.03
C -4.64892 4.24916 -2.31556 0.00 -0.01 0.01
C -4.09282 4.72762 -3.49555 -0.02 0.01 0.00
C -2.99015 4.10274 -4.06383 0.00 0.00 0.00
C -2.43464 2.99367 -3.44880 0.02 0.04 0.01
H -4.52315 2.73619 -0.78614 0.00 0.00 0.00
H -5.50561 4.74449 -1.87891 0.00 0.00 -0.01
H -4.52419 5.59612 -3.97656 0.01 0.00 0.00
H -2.56494 4.48373 -4.98250 0.00 0.00 0.00
H -1.56895 2.49487 -3.86326 -0.01 -0.01 0.00
O 0.80843 1.16137 0.03805 -0.06 0.05 0.07
C 1.59585 0.50723 0.59754 0.08 0.11 -0.20
C 2.50174 -0.19789 1.20256 -0.01 -0.12 0.05
Ge 4.12793 0.57428 1.92782 -0.03 -0.02 0.02
C 5.38365 -0.90713 2.00870 0.03 -0.13 0.00
C 5.73876 -1.58085 0.83880 0.02 0.05 -0.01
C 6.58505 -2.67829 0.87552 0.00 0.00 0.00
C 7.08925 -3.12325 2.09018 0.01 -0.01 0.00
C 6.74093 -2.46957 3.26180 0.00 0.01 -0.01
C 5.89106 -1.37114 3.22015 0.00 0.01 0.02
C 4.68227 1.97477 0.69605 0.03 0.09 -0.05
C 4.75672 1.72590 -0.67546 0.01 0.02 0.03
C 5.14734 2.71968 -1.55991 0.01 -0.01 0.00
C 5.46512 3.98460 -1.08361 0.00 0.01 -0.02
C 5.38793 4.25015 0.27461 0.00 -0.01 0.01
C 4.99800 3.25066 1.15742 0.02 0.00 0.00
C 3.82524 1.34248 3.68681 -0.05 0.03 0.08
C 4.89541 1.75556 4.48324 0.06 0.01 -0.05
C 4.68099 2.33662 5.72436 -0.02 0.01 0.00
C 3.38504 2.52490 6.18370 0.00 0.02 0.02
C 2.31164 2.13006 5.40034 -0.01 -0.04 -0.04
C 2.52997 1.53629 4.16294 0.01 0.02 0.03
H 2.34063 -1.27018 1.22535 -0.02 0.01 0.02
H 5.34916 -1.25372 -0.11937 -0.02 0.00 0.00
H 6.84863 -3.18806 -0.04255 0.00 0.00 -0.01
H 7.74802 -3.98164 2.12224 0.00 0.00 0.00
H 7.12464 -2.81713 4.21262 0.00 0.00 0.00
H 5.61783 -0.88161 4.14743 -0.02 0.00 0.00
H 4.49602 0.74657 -1.06307 0.13 0.18 0.16
H 5.20135 2.51092 -2.62109 -0.01 0.00 -0.01
H 5.76743 4.76281 -1.77275 0.00 0.00 0.00
H 5.62737 5.23743 0.64889 0.00 0.00 0.00
H 4.93413 3.47355 2.21658 0.00 0.00 -0.01
H 5.91564 1.63206 4.13381 -0.01 -0.03 -0.01
H 5.52273 2.64846 6.32959 0.00 -0.01 0.00
H 3.21361 2.98328 7.14955 0.00 0.00 -0.01
H 1.29977 2.28546 5.75063 -0.03 -0.01 0.02
H 1.68122 1.22174 3.56523 0.00 -0.03 0.00
```
Positions in Å, forces in eV/Å.

The value obtained for the largest force on an atom is 0.65 eV/Å. The spin multiplicity is 1. Its HOMO-LUMO gap is 5.622 eV. The molar mass comes out at 983.465 g/mol.